No. 1
{
  "formula": "C2H5Br2OPS",
  "method": "ωB97M-V/def2-TZVPD",
  "symbols": ["O", "P", "H", "H", "H", "Br", "H", "C", "C", "H", "S", "Br"],
  "positions_angstrom": [[0.272, -0.300, -0.909], [1.809, -0.317, -0.771], [-1.608, -0.952, -0.723], [-2.152, 0.604, 1.369], [-2.071, 1.532, -0.159], [2.173, -1.297, 2.066], [-0.695, -1.323, 0.708], [-0.899, -0.525, -0.071], [-1.433, 0.791, 0.486], [-0.621, 1.541, 0.905], [2.802, -1.553, -1.895], [2.423, 1.799, -1.007]],
  "mulliken_charge": [-0.189, 0.530, 0.257, 0.302, 0.278, -0.358, 0.309, -0.193, -0.851, 0.228, -0.233, -0.081],
  "lumo_ev": [-2.664, -2.664],
  "homo_lumo_gap_ev": [6.82, 6.81],
  "total_energy_ha": -6042.00841,
  "homo_ev": [-9.5, -9.5],
  "multiplicity": 1,
  "relative_energy_kcal_mol": 41.2
}

No. 2
{
  "formula": "C16H42ClN2O10",
  "method": "ωB97M-V/def2-TZVPD",
  "symbols": ["C", "H", "C", "H", "H", "H", "C", "H", "H", "O", "H", "H", "O", "N", "C", "C", "C", "C", "H", "O", "H", "H", "H", "H", "H", "O", "Cl", "H", "O", "H", "O", "H", "H", "H", "H", "N", "H", "H", "C", "H", "C", "H", "H", "H", "O", "H", "H", "O", "C", "C", "H", "H", "C", "H", "H", "H", "H", "H", "H", "C", "C", "O", "H", "H", "H", "H", "H", "C", "H", "O", "C"],
  "positions_angstrom": [[-3.031, 0.258, -2.483], [-0.797, 4.059, -1.903], [-0.951, -1.891, 1.169], [-2.549, -3.016, -0.899], [1.098, -0.898, -5.463], [-5.496, 0.532, -2.446], [6.140, -5.891, 1.563], [0.761, 2.141, -1.586], [-0.731, 1.082, 4.024], [4.354, -0.786, 0.169], [1.090, 0.609, 3.624], [0.633, 2.933, 4.014], [-3.823, 0.317, -1.351], [-0.328, 0.360, 2.127], [-0.015, 2.334, -0.846], [0.347, -0.905, -4.672], [5.252, -4.807, 1.115], [-0.896, 4.539, 2.939], [0.126, 4.508, -0.493], [-2.305, -1.558, 0.694], [-3.196, 5.010, 0.713], [1.049, -0.767, -1.502], [-2.510, -0.697, -2.413], [-2.357, 2.341, -2.365], [-0.246, 0.002, -4.788], [-1.706, 3.777, -0.038], [3.183, -1.216, 0.848], [4.706, -4.351, 1.941], [3.180, -0.925, 2.255], [7.084, -5.457, 1.895], [-0.893, 3.131, 2.637], [4.485, -5.130, 0.411], [-0.422, 4.747, 3.899], [-2.865, -3.571, 0.736], [-0.227, -1.744, 0.367], [-1.113, 1.288, -1.130], [-0.319, -1.763, -4.583], [-1.910, 4.938, 2.969], [-5.154, -0.166, -1.681], [1.960, -0.343, -3.434], [-2.952, -2.715, 0.068], [-0.927, -2.945, 1.446], [-1.706, 5.951, 0.128], [-4.030, -2.578, -0.013], [0.346, -0.847, -2.151], [-5.140, -1.198, -2.030], [-2.919, 5.122, -0.915], [2.910, -2.625, 0.738], [-0.547, 3.747, -0.889], [0.115, 1.007, 3.342], [-0.479, 5.171, 2.155], [6.275, -6.604, 0.751], [1.120, -1.034, -3.355], [0.523, 2.132, 0.080], [1.533, -2.035, -3.230], [0.581, 0.398, 1.689], [-1.322, 1.425, -3.302], [1.059, 2.527, 2.301], [-1.412, -1.152, 3.074], [-1.887, 1.358, -2.371], [-0.497, -1.063, 2.489], [6.065, -3.752, 0.626], [-3.513, 0.239, -3.461], [5.493, -3.090, 0.230], [-5.882, -0.137, -0.871], [5.713, -6.436, 2.405], [-0.686, 0.399, -1.348], [0.318, 2.437, 3.096], [0.461, -1.465, 2.820], [2.139, -0.343, 0.441], [-2.358, 5.084, 0.019]],
  "mulliken_charge": [-0.607, 0.439, -0.194, 0.273, 0.357, 0.386, -1.135, 0.450, 0.394, -0.682, 0.317, 0.592, -0.136, 0.040, -0.104, -1.117, 0.049, -0.768, 0.549, -0.246, 0.254, -0.003, 0.097, 0.484, 0.242, -0.140, 1.750, 0.201, -0.731, 0.307, -0.228, 0.248, 0.351, 0.468, -0.078, 0.283, 0.275, 0.247, -0.964, 0.413, -0.913, 0.620, 0.383, 0.238, -0.295, 0.332, 0.337, -0.645, -0.952, -0.572, 0.244, 0.265, -0.426, -0.229, 0.322, -0.237, 0.286, 0.231, 0.438, -0.779, -0.962, -0.535, 0.577, 0.278, 0.236, 0.324, 0.053, -0.660, 0.443, -0.693, -1.045],
  "lumo_ev": 2.835,
  "homo_lumo_gap_ev": 8.05,
  "total_energy_ha": -1956.50701,
  "charge": -1,
  "homo_ev": -5.2,
  "multiplicity": 1
}

No. 3
{
  "formula": "C5H13NO3",
  "method": "ωB97M-V/def2-TZVPD",
  "symbols": ["H", "H", "C", "C", "C", "H", "H", "H", "H", "H", "C", "O", "N", "H", "H", "H", "H", "C", "H", "O", "O", "H"],
  "positions_angstrom": [[-2.979, 1.243, -0.972], [2.349, 0.207, -1.587], [2.145, -0.496, 0.279], [-1.767, 0.877, 0.676], [-0.174, -1.864, 0.199], [2.590, 0.234, 0.957], [-0.917, -0.193, -1.724], [-2.342, 0.067, 1.130], [0.278, -2.612, -0.458], [2.335, -1.480, 0.719], [0.412, -0.496, -0.102], [0.270, -0.009, -1.374], [-2.046, 0.863, -0.793], [0.930, 1.809, -0.395], [-0.052, -2.137, 1.252], [-1.459, 1.594, -1.204], [-1.244, -1.892, -0.028], [0.075, 0.591, 0.860], [-2.032, 1.859, 1.079], [2.812, -0.376, -0.954], [0.604, 1.851, 0.527], [0.213, 0.360, 1.914]],
  "mulliken_charge": [0.256, 0.366, -0.558, -0.773, -1.923, 0.248, 0.498, 0.370, 0.443, 0.355, 1.259, -0.792, -0.607, 0.434, 0.362, 0.241, 0.446, -0.403, 0.391, -0.541, -0.550, 0.477],
  "lumo_ev": 0.697,
  "homo_lumo_gap_ev": 9.33,
  "total_energy_ha": -478.66696,
  "homo_ev": -8.6,
  "multiplicity": 1,
  "relative_energy_kcal_mol": 93.2
}

No. 4
{
  "formula": "C42H53NO4P2PtSi",
  "method": "ωB97M-V/def2-TZVPD",
  "symbols": ["H", "H", "H", "H", "H", "H", "H", "H", "C", "H", "C", "C", "H", "H", "H", "C", "H", "P", "H", "C", "P", "H", "C", "H", "H", "C", "H", "H", "C", "H", "H", "C", "O", "H", "C", "C", "C", "H", "C", "C", "C", "C", "Si", "C", "Pt", "O", "C", "H", "H", "C", "C", "C", "H", "C", "C", "H", "H", "H", "C", "H", "H", "C", "C", "H", "H", "H", "O", "C", "H", "C", "C", "H", "H", "H", "C", "C", "C", "H", "H", "H", "H", "C", "H", "H", "H", "H", "C", "C", "C", "H", "H", "H", "H", "C", "H", "O", "C", "H", "N", "C", "C", "C", "C", "H"],
  "positions_angstrom": [[2.393, 1.952, 3.733], [-1.485, 0.426, 4.346], [0.627, 0.365, 3.032], [2.855, 2.848, -2.768], [4.149, -2.258, -2.179], [-4.200, -2.639, -0.751], [3.887, 3.910, -1.775], [0.756, -3.662, 3.910], [-0.404, 1.610, -3.448], [-3.280, -2.355, -3.034], [0.499, 1.432, 2.884], [-3.510, 1.677, 1.813], [-0.903, -2.934, -3.463], [3.621, -0.989, 0.929], [-5.384, 3.999, 3.421], [-2.266, 0.009, 3.702], [-1.958, 3.131, -3.465], [-1.987, 0.658, 1.963], [-6.281, 1.797, -0.139], [-4.379, 1.393, 0.765], [0.105, -4.439, 1.093], [1.114, 3.202, -0.979], [-0.488, -3.398, -1.427], [0.963, -1.240, -4.869], [3.873, -0.799, 3.395], [2.569, -1.486, -3.440], [-4.085, 0.660, 0.022], [2.379, -2.122, 4.868], [-2.344, -3.284, 0.087], [1.345, 2.474, 0.615], [0.547, -3.631, -1.632], [-2.454, -3.592, 4.381], [0.758, 1.359, -2.676], [3.691, 1.693, 1.265], [1.494, 2.319, 3.256], [-0.686, 1.900, 2.307], [-0.827, 3.262, 2.062], [-1.949, -5.250, 2.022], [-1.396, 0.458, -3.355], [-2.226, -1.468, 3.749], [-5.979, 2.956, 1.641], [-2.813, -2.317, 4.726], [1.249, 0.226, -1.594], [-5.107, 3.260, 2.679], [-0.658, -1.254, 1.126], [0.185, -0.131, -0.483], [0.183, 4.147, 2.420], [1.984, -2.481, -0.040], [-0.786, 2.098, -5.536], [-5.611, 2.029, 0.679], [3.020, 2.222, -0.716], [-3.881, 2.621, 2.771], [2.333, -2.189, -5.477], [1.710, -1.989, -4.603], [-1.308, -2.988, -2.462], [-3.226, 0.350, 4.091], [4.120, -2.937, -3.820], [-6.947, 3.438, 1.590], [4.100, 2.158, 0.367], [2.925, -3.467, -2.623], [-0.354, 3.728, -3.004], [2.287, -2.194, 3.791], [2.023, -2.387, 1.037], [-3.408, -2.007, 5.570], [-2.713, -4.509, 4.887], [4.955, 1.578, 0.015], [1.717, -1.167, -2.353], [3.600, 2.876, -1.972], [-3.214, 2.858, 3.592], [0.051, 1.816, -4.894], [-2.640, -2.687, -2.226], [2.781, 0.499, -4.287], [-1.728, 3.633, 1.588], [-2.811, -3.492, 1.037], [3.414, -0.296, -3.890], [1.335, 3.680, 3.026], [-1.129, -4.673, 2.462], [-0.929, -0.454, -3.727], [-1.668, 0.289, -2.312], [4.482, 2.324, -2.303], [-1.293, 2.751, -1.859], [-1.675, -3.488, 3.189], [4.439, 3.165, 0.613], [-0.673, -5.344, 3.195], [0.805, 2.604, -4.930], [0.058, 5.204, 2.219], [-0.975, -3.538, -0.124], [-1.048, 2.891, -2.913], [-3.153, -2.837, -0.949], [2.117, 4.371, 3.315], [2.180, 3.992, 0.204], [4.124, -0.603, -4.659], [0.496, 0.899, -5.280], [3.501, -2.612, -2.982], [3.961, 0.092, -3.032], [2.653, 0.880, -1.017], [1.836, 3.032, -0.185], [1.196, -2.914, -4.332], [-1.547, -2.190, 2.826], [2.987, -1.554, 1.594], [1.165, -3.129, 1.853], [1.348, -3.049, 3.242], [3.115, -1.444, 2.968], [-2.293, 0.666, -3.940]],
  "mulliken_charge": [0.465, 0.386, 0.196, 0.037, 0.299, 0.469, 0.479, 0.291, 2.207, 0.421, -0.450, 0.153, 0.293, 0.399, 0.410, -1.151, 0.489, 1.418, 0.442, -0.698, -0.366, -0.097, 0.234, 0.145, 0.462, 1.903, 0.364, 0.424, 0.688, -0.068, 0.223, -1.585, 1.154, 0.187, -0.615, 0.624, -0.755, 0.589, -1.165, 0.335, -0.588, -1.446, -4.935, -0.788, 0.584, 2.521, -0.923, 0.292, 0.409, -0.560, 2.163, -0.194, 0.442, -1.471, -0.382, 0.554, 0.515, 0.389, -1.827, 0.249, 0.294, -0.685, -0.337, 0.538, 0.543, 0.416, 0.685, -1.778, 0.477, -1.751, -0.550, 0.107, 0.457, 0.215, -1.165, -0.639, -1.273, 0.033, -0.001, 0.366, 0.191, 0.091, 0.391, 0.601, 0.315, 0.405, -0.442, -1.772, -1.039, 0.403, 0.768, 0.540, 0.270, -1.744, 0.110, 0.162, -1.232, 0.261, 1.596, 0.031, 0.296, -0.265, -0.725, 0.598],
  "lumo_ev": -1.184,
  "homo_lumo_gap_ev": 5.78,
  "total_energy_ha": -3079.66236,
  "homo_ev": -7.0,
  "multiplicity": 1
}

Which value of multiplicity does entry 2 give?
1